No. 1
{
  "formula": "C18H15LiN5OSSe2",
  "method": "ωB97M-V/def2-TZVPD",
  "e_lumo_ev": 2.529,
  "relative_energy_kj_mol": 5.50,
  "e_homo_ha": -0.1317,
  "total_charge": -1,
  "e_tot_ev": -170144.1674,
  "gap_ev": 6.113,
  "elements": ["Se", "Se", "S", "O", "N", "N", "N", "N", "N", "C", "C", "C", "C", "C", "C", "C", "C", "C", "C", "C", "C", "C", "C", "C", "C", "C", "C", "Li", "H", "H", "H", "H", "H", "H", "H", "H", "H", "H", "H", "H", "H", "H", "H"],
  "xyz": [[-3.8438, -0.9192, -0.7374], [-2.3089, -0.8144, -2.4068], [-1.1930, -0.6829, 3.0298], [0.0688, 0.9054, -0.8065], [-2.4267, 1.1971, 0.5500], [1.5083, -0.9334, 2.5883], [-0.9475, -2.2015, -0.3864], [1.2718, -0.3137, 1.3748], [0.7214, -1.7117, 4.5562], [2.7395, 1.8459, -3.0520], [1.3456, -2.7156, -1.8281], [0.4522, -1.1035, 3.3327], [-0.8293, -1.7849, -1.6347], [-3.4276, 3.1741, 1.4411], [1.2217, -3.1796, -0.5256], [0.3012, -2.0174, -2.4083], [-3.6289, 0.7801, 0.1720], [3.6827, 0.7485, -1.1523], [3.8661, 1.3605, -2.3786], [2.4185, 0.5842, -0.5755], [-4.7922, 1.5037, 0.4224], [-2.3321, 2.3763, 1.1588], [2.3456, -0.0490, 0.7282], [1.2531, 1.0566, -1.2635], [1.4788, 1.7067, -2.5124], [-4.6843, 2.7167, 1.0785], [0.0511, -2.8975, 0.1564], [-0.5728, -0.0077, 0.6484], [4.8575, 1.4738, -2.7996], [2.2559, -2.8786, -2.3919], [-3.3004, 4.1261, 1.9385], [-5.7493, 1.1178, 0.0979], [2.8589, 2.3398, -4.0115], [0.6059, 2.0837, -3.0343], [-5.5689, 3.3061, 1.2871], [1.5695, -2.2557, 4.5806], [-0.0879, -2.1302, 4.9808], [-0.0901, -3.1957, 1.1893], [3.2963, -0.3190, 1.1977], [0.3714, -1.6350, -3.4186], [-1.3297, 2.6717, 1.4481], [2.0291, -3.7029, -0.0316], [4.5425, 0.3745, -0.6021]],
  "atomic_forces_ev_per_a": [[-0.27, 0.03, 0.36], [0.26, 0.09, -0.34], [-0.02, 0.04, -0.07], [0.20, 0.19, -0.24], [-0.39, -0.36, -0.20], [0.09, -0.10, 0.08], [-0.14, 0.04, -0.15], [0.14, -0.04, 0.09], [-0.11, 0.08, 0.07], [-0.05, -0.04, 0.07], [-0.01, 0.02, -0.04], [0.14, -0.10, -0.01], [0.12, -0.23, 0.40], [-0.07, 0.02, 0.00], [-0.01, 0.02, -0.03], [-0.08, 0.07, -0.10], [0.16, 0.22, 0.03], [-0.07, -0.03, 0.04], [0.04, 0.02, -0.02], [0.06, 0.07, -0.07], [-0.01, -0.09, -0.02], [0.14, -0.09, 0.02], [-0.02, -0.01, 0.03], [-0.17, -0.05, 0.05], [0.10, -0.02, -0.10], [0.00, 0.02, -0.01], [0.08, 0.06, -0.04], [-0.17, 0.13, 0.22], [-0.01, -0.01, 0.00], [0.00, -0.01, 0.03], [0.03, -0.03, 0.01], [0.00, 0.04, -0.02], [-0.01, 0.00, 0.01], [-0.01, -0.01, 0.02], [0.00, -0.01, 0.00], [0.03, 0.02, -0.05], [0.00, -0.04, 0.00], [0.00, 0.05, 0.00], [0.02, -0.01, -0.01], [0.03, 0.02, 0.02], [-0.01, 0.00, -0.03], [-0.02, -0.01, -0.01], [0.00, 0.01, -0.01]],
  "nbo_charge": [0.182, 0.193, -0.540, -0.833, -0.447, -0.488, -0.492, -0.347, -0.834, -0.215, -0.146, 0.268, 0.074, -0.265, -0.274, -0.282, 0.054, -0.158, -0.334, -0.232, -0.272, 0.074, 0.081, 0.398, -0.284, -0.171, 0.069, 0.820, 0.192, 0.214, 0.215, 0.219, 0.189, 0.196, 0.208, 0.371, 0.381, 0.215, 0.159, 0.222, 0.214, 0.218, 0.190]
}

=====

No. 2
{
  "formula": "C42H31BrIrN4O7Si",
  "method": "ωB97M-V/def2-TZVPD",
  "e_lumo_ev": 1.598,
  "relative_energy_kj_mol": 69.21,
  "e_homo_ha": -0.1519,
  "total_charge": -1,
  "e_tot_ev": -145109.4092,
  "gap_ev": 5.732,
  "elements": ["Ir", "Br", "Si", "O", "O", "O", "O", "O", "O", "O", "N", "N", "N", "N", "C", "C", "C", "C", "C", "C", "C", "C", "C", "C", "C", "C", "C", "C", "C", "C", "C", "C", "C", "C", "C", "C", "C", "C", "C", "C", "C", "C", "C", "C", "C", "C", "C", "C", "C", "C", "C", "C", "C", "C", "C", "C", "H", "H", "H", "H", "H", "H", "H", "H", "H", "H", "H", "H", "H", "H", "H", "H", "H", "H", "H", "H", "H", "H", "H", "H", "H", "H", "H", "H", "H", "H", "H"],
  "xyz": [[0.1606, 0.3167, -1.1472], [-2.8838, -8.9203, -4.3738], [-0.7304, 2.8010, 2.0934], [3.9278, 0.1781, 0.1410], [-2.3955, 0.1150, -0.0564], [-1.1824, -0.3550, -2.5557], [-0.8302, -2.4361, 4.6367], [-1.4205, -0.9946, 3.1483], [1.8132, 0.8757, 0.0043], [-1.3726, 1.7731, 0.9477], [1.4627, -0.3276, -2.6811], [1.3541, -3.6575, -6.1332], [-0.5959, -1.6996, 3.6950], [0.8528, -4.6967, -6.6878], [-0.0379, -5.5830, -6.0531], [3.3931, -1.3632, 2.3923], [1.7890, -2.2663, 3.9397], [2.7717, -0.2308, -2.7745], [0.8026, -1.6401, 3.1999], [-1.2419, 0.7860, 0.0429], [3.4907, -0.9425, -3.7536], [-0.4347, 4.3846, 1.1447], [2.7458, 0.1450, 0.4842], [0.7915, -1.1323, -3.5527], [0.4053, 5.3868, 1.6392], [2.8358, -1.7880, -4.6048], [0.6894, 6.5213, 0.8941], [2.3818, -0.7562, 1.6572], [-0.6523, -1.1277, -3.4078], [3.2297, 1.5993, 4.2251], [-2.0809, 3.0494, 4.6709], [0.8322, 1.5568, 4.1495], [-0.2867, -5.6962, -4.6737], [-1.4880, -7.5006, -6.4128], [-3.5337, 0.4621, 0.7261], [-4.5558, 3.4263, 3.4882], [-0.9919, 4.5669, -0.1225], [-0.6357, -6.5232, -6.8988], [-2.1595, 3.0681, 3.2770], [-4.4590, 3.3499, 4.8710], [2.0634, 2.6045, 2.3799], [-3.2168, 3.1819, 5.4608], [1.4318, -1.9134, -4.5125], [1.0638, -0.9144, 2.0590], [-1.7300, -7.5726, -5.0543], [-0.7210, 5.7062, -0.8689], [0.1268, 6.6808, -0.3652], [-3.4183, 3.2932, 2.7082], [0.6539, -2.8436, -5.2894], [0.8289, 2.2662, 2.9428], [2.0178, 1.2320, 4.7911], [-1.3904, -1.9768, -4.2699], [3.1022, -2.1266, 3.5167], [3.2527, 2.2745, 3.0133], [-1.1210, -6.6827, -4.1819], [-0.7487, -2.8065, -5.1518], [-1.6222, 3.7958, -0.5487], [3.2634, 0.3992, -2.0446], [1.5266, -2.8284, 4.8236], [4.4133, -1.2102, 2.0657], [-3.8919, 1.4588, 0.4714], [1.9943, 0.6783, 5.7216], [0.3579, 7.5587, -0.9558], [-1.9530, -8.2086, -7.0855], [-1.3002, -6.7587, -3.1180], [0.2650, -0.4717, 1.4805], [-0.1003, 1.2154, 4.5821], [-3.1274, 3.1508, 6.5396], [3.8981, -2.6063, 4.0716], [-5.3477, 3.4264, 5.4850], [-1.1224, 2.9458, 5.1604], [2.1000, 3.1114, 1.4249], [-2.4691, -1.9670, -4.1899], [1.3584, 7.2751, 1.2904], [-5.5178, 3.5846, 3.0166], [-0.4154, -6.4639, -7.9568], [4.5643, -0.8235, -3.8028], [-4.2887, -0.2745, 0.4632], [0.8594, 5.2732, 2.6178], [-3.5094, 3.3683, 1.6319], [0.1967, -5.0248, -3.9795], [-1.1632, 5.8239, -1.8502], [4.1591, 1.3364, 4.7155], [-1.3305, -3.4623, -5.7845], [3.3657, -2.3719, -5.3447], [4.1958, 2.5320, 2.5502], [-3.3148, 0.4105, 1.7918]],
  "atomic_forces_ev_per_a": [[-0.15, 0.37, 0.17], [-0.01, 0.01, 0.00], [-0.14, 0.05, -0.57], [-0.10, 0.10, 0.05], [0.06, -0.02, -0.02], [-0.20, -0.15, 0.37], [-0.10, 0.06, -0.03], [-0.06, -0.01, 0.06], [-0.04, 0.18, -0.16], [0.01, -0.08, 0.41], [0.06, -0.19, -0.11], [-0.87, -0.07, -1.21], [0.44, -0.07, -0.15], [1.37, -0.21, 0.85], [-0.79, 0.31, -0.16], [0.01, -0.05, 0.01], [0.12, -0.02, 0.02], [0.00, 0.06, -0.01], [-0.36, -0.11, 0.18], [0.07, -0.06, -0.21], [-0.04, 0.04, 0.00], [0.24, 0.01, -0.10], [0.08, -0.15, 0.19], [-0.14, -0.01, 0.05], [-0.08, 0.01, 0.03], [0.07, 0.01, 0.04], [-0.03, 0.01, 0.01], [-0.01, -0.04, -0.03], [0.24, -0.03, -0.22], [0.01, -0.02, -0.01], [-0.02, 0.08, -0.01], [-0.01, -0.05, -0.08], [0.28, -0.10, -0.07], [0.02, -0.04, -0.06], [0.04, -0.01, 0.01], [0.02, 0.01, -0.02], [0.01, -0.01, -0.01], [-0.08, 0.09, -0.01], [-0.07, -0.08, 0.11], [-0.01, 0.00, 0.01], [0.02, 0.08, 0.09], [0.02, 0.03, -0.02], [-0.05, -0.29, -0.13], [0.01, 0.12, -0.06], [0.01, 0.02, 0.03], [-0.03, 0.00, 0.04], [0.00, 0.01, 0.01], [0.00, 0.01, 0.04], [-0.10, 0.10, 0.71], [0.07, -0.09, 0.13], [0.02, 0.00, -0.02], [-0.05, 0.17, 0.08], [-0.09, -0.01, -0.03], [-0.04, 0.04, 0.00], [0.07, -0.06, 0.01], [0.37, -0.07, -0.15], [0.02, -0.03, -0.01], [0.02, -0.02, 0.01], [0.00, 0.00, -0.01], [0.00, -0.02, -0.02], [-0.02, 0.02, 0.01], [0.00, -0.01, -0.01], [-0.01, 0.01, 0.00], [0.01, 0.01, -0.01], [0.01, 0.00, 0.00], [0.04, 0.03, 0.03], [-0.02, 0.02, -0.01], [0.00, -0.01, 0.00], [0.01, 0.02, 0.01], [0.00, 0.03, 0.00], [0.01, -0.04, 0.00], [-0.01, 0.01, -0.01], [-0.01, 0.04, -0.04], [0.00, 0.01, 0.00], [-0.01, 0.00, 0.01], [-0.01, 0.00, 0.00], [0.00, 0.00, 0.01], [-0.01, 0.00, 0.03], [0.03, -0.01, 0.00], [-0.01, -0.04, -0.04], [-0.07, 0.07, 0.03], [0.02, -0.01, -0.01], [0.00, 0.00, 0.01], [-0.08, 0.03, 0.00], [-0.01, -0.01, 0.01], [0.02, -0.02, -0.03], [0.00, 0.02, 0.01]],
  "lowdin_charge": [1.079, 0.688, 0.648, 0.017, -0.119, -0.159, 0.059, 0.075, -0.219, -0.145, -0.035, 0.054, -0.338, 0.032, -0.295, -0.011, -0.017, -0.093, -0.143, -0.468, -0.033, -0.207, -0.624, -0.150, -0.098, -0.002, -0.093, -0.103, -0.349, -0.083, -0.087, -0.108, -0.036, -0.145, -0.055, -0.084, -0.074, -0.041, -0.191, -0.097, -0.093, -0.089, -0.093, 0.045, -0.710, -0.084, -0.098, -0.099, -0.266, -0.206, -0.085, 0.006, -0.064, -0.068, -0.129, -0.034, 0.102, 0.095, 0.112, 0.118, 0.081, 0.105, 0.096, 0.094, 0.101, 0.082, 0.093, 0.099, 0.101, 0.097, 0.086, 0.111, 0.113, 0.097, 0.100, 0.105, 0.105, 0.094, 0.103, 0.095, 0.114, 0.100, 0.103, 0.114, 0.107, 0.111, 0.082]
}

=====

No. 3
{
  "formula": "C19H22F2NO2",
  "method": "ωB97M-V/def2-TZVPD",
  "e_lumo_ev": -5.404,
  "e_homo_ha": -0.4613,
  "total_charge": 1,
  "e_tot_ev": -31071.1442,
  "gap_ev": 7.149,
  "elements": ["F", "F", "O", "O", "N", "C", "C", "C", "C", "C", "C", "C", "C", "C", "C", "C", "C", "C", "C", "C", "C", "C", "C", "C", "H", "H", "H", "H", "H", "H", "H", "H", "H", "H", "H", "H", "H", "H", "H", "H", "H", "H", "H", "H", "H", "H"],
  "xyz": [[-2.9584, 4.6209, -0.8104], [2.5013, 4.5734, 0.7017], [-0.6851, -3.8633, -0.6672], [0.8413, -4.7303, 0.7761], [-0.0531, -1.3382, 0.0544], [3.6243, 2.7109, -0.1793], [2.4361, 3.2832, 0.2495], [2.3003, 0.8016, -0.8873], [-4.0210, 2.5990, -0.2401], [0.8222, -2.3404, 0.5014], [-3.8896, 1.2168, -0.0450], [1.2046, 2.6493, 0.1861], [-5.3200, 3.3295, -0.1674], [0.2297, -3.7289, 0.1253], [-2.6540, 0.5777, -0.1298], [-0.1608, 0.6219, -0.6652], [4.8864, 3.4905, -0.1296], [1.1070, 1.3885, -0.4348], [3.5344, 1.4176, -0.7126], [-2.8507, 3.2777, -0.5613], [0.2848, -6.0331, 0.4753], [-1.6316, 2.6569, -0.7108], [-1.4824, 1.2878, -0.4486], [0.6014, -6.9579, 1.6266], [1.6493, -6.9020, 1.9397], [4.9425, 4.2354, -0.9376], [5.7405, 2.8150, -0.2368], [4.4553, 0.9019, -0.9983], [0.7435, -6.3980, -0.4511], [-2.6160, -0.4971, 0.0533], [1.8183, -2.2779, 0.0029], [-0.0306, -6.7276, 2.4944], [4.9641, 4.0259, 0.8226], [0.9862, -2.3486, 1.5938], [0.3529, 3.1422, 0.6397], [-0.1808, -0.4285, 0.5534], [-5.5088, 3.9245, -1.0746], [-0.1075, 0.2211, -1.6894], [-5.3397, 4.0170, 0.6907], [-4.8112, 0.6559, 0.1559], [-6.1406, 2.6117, -0.0478], [-0.7821, 3.2436, -1.0334], [-0.6483, -1.5906, -0.7263], [-0.7949, -5.9533, 0.3376], [0.3843, -7.9907, 1.3375], [2.2566, -0.1908, -1.3335]],
  "atomic_forces_ev_per_a": [[0.38, -1.17, 0.19], [-0.29, -1.16, -0.16], [1.03, 0.53, 0.77], [-0.65, 1.16, -0.55], [-1.85, 2.20, -0.13], [-0.32, -0.27, -0.43], [-0.48, 0.73, -0.04], [0.38, -0.26, 0.06], [0.41, -0.32, -0.09], [1.96, -1.38, 0.35], [-0.20, 0.31, 0.01], [0.09, 0.05, 0.62], [-0.53, -0.02, 0.06], [-0.47, -0.19, -0.35], [0.00, -0.35, -0.06], [1.89, 3.44, -3.46], [0.60, -0.03, 0.21], [-0.21, -0.60, 0.35], [-0.13, -0.08, -0.05], [-0.45, 0.58, -0.38], [0.15, -0.85, 0.05], [0.78, 0.44, 0.16], [-1.03, -0.88, 0.81], [-0.10, -0.08, 0.42], [-0.16, 0.02, -0.18], [-0.17, -0.21, 0.22], [-0.08, 0.19, 0.03], [-0.38, 0.20, -0.05], [-0.13, 0.24, 0.10], [-0.01, 0.28, -0.04], [-0.37, -0.20, 0.42], [0.21, 0.00, -0.17], [0.07, -0.05, -0.23], [-0.12, 0.26, -0.52], [0.15, -0.03, -0.08], [-0.60, -2.19, 0.89], [0.16, -0.20, 0.32], [-0.02, -0.60, 0.81], [0.05, -0.16, -0.26], [0.57, 0.08, 0.01], [0.16, 0.23, -0.01], [-0.25, 0.07, -0.08], [-0.34, -0.17, 0.57], [0.20, 0.11, -0.10], [0.04, 0.16, -0.02], [0.05, 0.18, 0.01]],
  "nbo_charge": [-0.319, -0.319, -0.597, -0.489, -0.701, -0.012, 0.455, -0.144, -0.038, -0.330, -0.182, -0.245, -0.643, 0.802, -0.185, 0.088, -0.648, -0.150, -0.196, 0.460, -0.082, -0.265, -0.150, -0.631, 0.223, 0.254, 0.232, 0.238, 0.194, 0.227, 0.221, 0.216, 0.250, 0.248, 0.251, 0.423, 0.248, 0.246, 0.247, 0.237, 0.229, 0.242, 0.435, 0.209, 0.232, 0.220]
}

=====

No. 4
{
  "formula": "C2H4N4",
  "method": "ωB97M-V/def2-TZVPD",
  "e_lumo_ev": 0.890,
  "relative_energy_kj_mol": 282.31,
  "e_homo_ha": -0.3569,
  "e_tot_ev": -8096.3882,
  "gap_ev": 10.602,
  "elements": ["N", "N", "N", "N", "C", "C", "H", "H", "H", "H"],
  "xyz": [[0.1764, 0.9819, -0.0382], [-0.6866, 1.0426, 0.8419], [-1.4523, -1.9224, -0.5265], [-1.5483, 1.1654, 1.5662], [-1.4160, -1.0605, -1.2932], [1.3438, 0.1610, 0.3088], [1.0577, -0.8588, 0.5930], [1.9672, 0.1168, -0.5849], [1.9235, 0.6186, 1.1185], [-1.3653, -0.2446, -1.9854]],
  "atomic_forces_ev_per_a": [[-0.22, 0.13, 0.16], [-0.77, 0.17, 0.67], [0.02, 0.83, -0.80], [1.02, -0.16, -0.82], [-0.05, -0.80, 0.66], [0.19, -0.13, 0.06], [0.00, 0.17, -0.05], [-0.08, 0.01, 0.15], [-0.08, -0.07, -0.10], [-0.03, -0.14, 0.08]],
  "nbo_charge": [-0.368, 0.241, -0.327, -0.051, 0.076, -0.436, 0.209, 0.214, 0.199, 0.243]
}